DFT (wB97M-V/def2-TZVPD) results for C23H27N5O2S in the gas phase.

Cartesian coordinates (Å):
C -5.657 -0.162 1.066
S -4.415 0.686 2.082
C -4.291 2.284 1.189
C -2.919 2.533 0.580
C -2.584 1.617 -0.602
N -2.337 0.266 -0.175
C -2.795 -0.815 -0.837
O -3.730 -0.844 -1.606
N -2.082 -1.974 -0.507
C -2.451 -3.300 -0.999
C -1.200 -4.183 -0.765
N -0.242 -3.229 -0.276
C -0.767 -1.983 -0.153
N 0.075 -1.064 0.231
C 1.268 -1.754 0.384
C 2.510 -1.290 0.783
C 3.547 -2.202 0.840
C 3.362 -3.544 0.517
C 2.128 -4.032 0.124
C 1.087 -3.125 0.061
C -1.385 2.234 -1.357
O -1.496 3.318 -1.895
N -0.257 1.508 -1.364
C 0.956 1.982 -1.996
C 2.112 1.987 -1.033
C 1.962 2.537 0.235
C 3.015 2.541 1.128
C 4.249 2.001 0.778
C 5.381 2.005 1.761
C 4.396 1.457 -0.490
C 3.339 1.446 -1.383
H -6.588 0.398 1.096
H -5.804 -1.141 1.513
H -5.299 -0.268 0.047
H -4.512 3.060 1.923
H -5.066 2.281 0.425
H -2.154 2.413 1.350
H -2.884 3.562 0.215
H -3.426 1.593 -1.304
H -1.601 0.127 0.506
H -3.319 -3.662 -0.443
H -2.726 -3.232 -2.055
H -0.849 -4.656 -1.688
H -1.388 -4.964 -0.021
H 2.652 -0.252 1.034
H 4.527 -1.866 1.143
H 4.200 -4.222 0.575
H 1.983 -5.072 -0.123
H -0.174 0.644 -0.835
H 1.192 1.350 -2.860
H 0.746 2.996 -2.354
H 1.012 2.967 0.517
H 2.884 2.969 2.112
H 5.104 1.456 2.661
H 6.270 1.548 1.334
H 5.622 3.025 2.057
H 5.345 1.031 -0.782
H 3.473 1.012 -2.364

Its HOMO energy is -8.0623 eV. The value obtained for the frontier orbital gap is 8.529 eV. The value obtained for the relative energy (zero: lowest compared OMol25 entry of this formula, charge and spin) is 0.0000 eV. The structure (SMILES) is CSCC[C@H](NC(=O)N1CCn2c1nc1ccccc12)C(=O)NCc1ccc(C)cc1. The largest force on an atom is 0.0148 hartree/bohr.

Atomic partial charges in e from the natural (NBO) method, atoms 1 to 2: -0.74, 0.15